DFT (ωB97M-V/def2-TZVPD) results for a structure of composition C31H46BaN6O7P2.

Its HOMO-LUMO gap is 0.2349 Eh. Its highest occupied orbital energy is -6.181 eV. Its LUMO energy is 0.008 Ha.

Cartesian coordinates (Å):
Ba: -0.36 -0.61 -0.67
P: -0.51 1.27 1.36
P: 1.83 -0.43 0.99
O: 3.29 -0.51 0.58
O: 1.77 -0.28 2.56
O: 1.58 -0.32 -1.79
O: -0.43 1.83 2.79
O: 1.11 -1.66 0.56
O: -1.23 -0.03 1.40
O: -1.22 2.36 0.53
N: 5.92 -0.27 -3.74
N: 3.12 2.66 -1.49
N: -2.13 2.04 -5.28
N: 2.87 -1.88 -2.78
N: -2.62 -2.82 0.27
N: -1.68 1.15 -2.98
C: 4.38 1.61 1.38
C: 4.93 0.05 -3.23
C: 1.38 3.16 3.74
C: 2.69 -0.62 -2.38
C: -2.18 -5.16 0.16
C: -1.57 -2.62 -3.88
C: -3.53 1.90 -0.16
C: -2.11 -3.60 -4.71
C: -2.85 -4.78 -2.75
C: -2.62 1.11 -6.32
C: -2.77 -4.70 -4.13
C: -2.27 -5.26 1.53
C: 1.17 -1.31 3.51
C: -2.36 -3.92 -0.47
C: -1.64 -2.64 -2.48
C: 0.67 -0.58 4.73
C: -2.70 -2.93 1.60
C: -1.90 1.56 -4.05
C: -2.55 -4.12 2.28
C: -2.82 4.13 0.75
C: 3.40 1.66 -2.01
C: -2.28 -3.77 -1.95
C: 5.16 -0.64 2.16
C: 4.57 0.15 1.03
C: 1.08 1.18 0.49
C: 0.01 3.22 3.11
C: -1.03 3.80 4.03
C: 2.18 -2.38 3.85
C: -2.67 2.65 0.82
C: 3.68 0.36 -2.57
C: -2.40 3.48 -5.46
H: -2.02 -3.53 -5.79
H: -4.57 2.15 0.01
H: 2.09 -2.51 -2.73
H: -2.03 3.78 3.57
H: 2.57 -2.87 2.95
H: -2.13 -6.22 2.02
H: -3.71 1.14 -6.39
H: -3.22 -5.47 -4.76
H: 0.20 -1.30 5.40
H: 5.25 -1.70 1.91
H: -2.23 4.64 1.51
H: -0.07 0.18 4.46
H: 0.33 -1.78 3.01
H: 3.75 1.71 2.26
H: -1.06 -1.78 -4.38
H: 0.04 3.80 2.19
H: 3.97 2.18 0.55
H: 6.16 -0.26 2.38
H: 3.03 -1.96 4.40
H: -2.91 -2.01 2.15
H: 1.74 2.03 0.74
H: 1.35 2.56 4.65
H: -2.89 2.30 1.83
H: 1.50 -0.09 5.25
H: -0.78 4.84 4.27
H: 5.36 2.04 1.62
H: -2.31 0.10 -6.07
H: -1.93 3.82 -6.38
H: -3.41 0.82 -0.05
H: -1.07 3.22 4.96
H: -2.50 4.49 -0.23
H: -1.93 -6.02 -0.44
H: 3.67 -2.13 -3.33
H: 4.55 -0.55 3.06
H: -2.19 1.39 -7.28
H: 0.88 1.19 -0.59
H: 2.10 2.71 3.06
H: -2.64 -4.16 3.36
H: -3.87 4.40 0.89
H: -3.37 -5.63 -2.29
H: -3.25 2.17 -1.18
H: -1.97 4.03 -4.63
H: 1.71 4.17 3.99
H: 5.20 0.06 0.16
H: -3.47 3.68 -5.51
H: 1.71 -3.14 4.47


DFT (ωB97M-V/def2-TZVPD) results for a structure of composition C31H46BrN3OP2Ti.

As for the total charge: +2. Its HOMO-LUMO gap (alpha / beta) is 0.2212 / 0.1156 Eh. Its highest occupied orbital energy (alpha / beta) is -12.015 / -12.045 eV. The spin multiplicity is 3. The energy above the lowest of the compared OMol25 structures with the same formula, charge and spin is 0.0 kcal/mol. Its LUMO energy (alpha / beta) is -0.220 / -0.327 Ha.

Cartesian coordinates (Å):
Br: -2.22 0.73 0.86
Ti: -0.32 -0.65 0.77
P: 1.53 0.69 1.52
P: -4.22 4.19 2.54
O: -1.62 -7.43 2.13
N: 3.58 -2.27 -9.53
N: -0.73 -6.97 4.17
N: -0.48 -2.56 1.60
C: 3.98 -1.30 -8.71
C: -0.09 -0.63 -1.22
C: 0.47 -1.86 -1.59
C: 2.72 -3.20 -9.11
C: 1.31 -0.78 -3.60
C: 3.03 0.27 0.57
C: 1.24 2.49 1.25
C: -1.12 -6.62 2.90
C: -1.21 -3.45 0.86
C: 2.01 3.18 0.12
C: 3.35 -1.23 0.55
C: 0.85 0.47 -3.13
C: 1.92 -0.88 -4.89
C: 3.43 0.38 3.66
C: 2.21 -3.19 -7.80
C: -6.20 3.55 0.66
C: 1.14 -1.94 -2.81
C: 2.00 -2.05 -5.59
C: -2.91 5.02 1.54
C: -0.11 -4.27 3.25
C: 0.14 0.55 -1.94
C: -4.93 3.00 1.32
C: 3.51 -1.19 -7.40
C: -3.20 3.13 3.67
C: -0.86 -5.20 2.50
C: 1.96 0.58 3.30
C: 0.08 -2.98 2.78
C: 2.59 -2.15 -6.91
C: -2.57 6.41 2.09
C: -1.39 -4.76 1.28
C: -3.98 2.77 4.94
H: -5.15 2.07 1.86
H: 0.69 -2.24 3.31
H: -2.90 2.24 3.10
H: 1.02 1.36 -3.73
H: -1.92 6.35 2.98
H: 2.88 0.63 -0.46
H: 0.34 -2.76 -0.99
H: 0.16 2.58 1.08
H: 2.24 0.05 -5.36
H: 1.52 -3.97 -7.49
H: 1.57 4.17 -0.05
H: -0.25 1.51 -1.57
H: 3.66 -1.53 -0.46
H: 3.81 -0.61 3.37
H: -2.04 6.99 1.33
H: 1.35 -0.23 3.72
H: -2.30 3.70 3.91
H: 4.07 1.14 3.21
H: 3.54 0.45 4.75
H: -2.02 4.37 1.52
H: 1.46 2.97 2.21
H: 1.98 2.64 -0.83
H: -6.77 2.73 0.20
H: -3.32 5.10 0.53
H: -6.85 4.03 1.40
H: 3.07 3.34 0.39
H: -4.76 2.03 4.73
H: -0.53 -6.29 4.88
H: 1.53 -2.90 -3.16
H: 2.40 -3.97 -9.81
H: -1.64 -3.08 -0.07
H: -1.94 -5.44 0.64
H: 2.49 -1.87 0.81
H: -4.17 2.78 0.56
H: -4.46 3.66 5.37
H: 3.86 0.85 0.99
H: 0.36 -4.55 4.19
H: -3.48 6.96 2.37
H: 4.71 -0.58 -9.10
H: 4.16 -1.46 1.25
H: 1.54 -2.96 -5.20
H: -1.00 -7.90 4.48
H: -3.31 2.35 5.69
H: 3.86 -0.38 -6.76
H: 1.60 1.51 3.75
H: -5.97 4.28 -0.12